(1)
Molecular formula: C30H61BrN3O10
Method: DFT, ωB97M-V with the def2-TZVPD basis set

```
105
C30H61BrN3O10 (ωB97M-V with the def2-TZVPD basis set)
O 11.09 -2.68 0.00
C 10.23 -1.98 0.47
C 8.95 -1.67 -0.29
N 8.74 -0.20 -0.27
C 7.47 0.30 -0.06
N 6.35 -0.42 -0.27
C 5.34 -0.73 0.79
C 4.48 -1.90 0.30
C 3.91 -1.63 -1.08
O 4.82 -2.09 -2.09
N 7.46 1.57 0.34
Br 5.99 2.65 0.49
H 10.32 -1.50 1.47
H 8.10 -2.17 0.19
H 9.08 -2.04 -1.31
H 9.15 0.22 -1.10
H 6.54 -1.24 -0.83
H 4.71 0.15 0.93
H 5.82 -0.97 1.74
H 3.66 -2.01 1.03
H 5.04 -2.84 0.30
H 3.77 -0.56 -1.24
H 2.93 -2.10 -1.22
H 4.90 -3.04 -1.97
H 8.35 2.01 0.55
C -1.43 -0.03 -0.19
C -0.20 0.23 -1.01
O 0.84 0.62 -0.51
C -0.30 -0.02 -2.50
H -1.23 0.18 0.85
H -2.25 0.60 -0.55
H -1.73 -1.07 -0.30
H -1.07 0.61 -2.94
H -0.58 -1.06 -2.68
H 0.66 0.20 -2.97
C 0.87 1.75 4.50
C 0.95 1.12 3.14
O -0.01 0.56 2.66
C 2.25 1.21 2.38
H -0.13 1.58 4.90
H 1.61 1.32 5.18
H 1.06 2.83 4.43
H 3.04 0.72 2.96
H 2.53 2.25 2.23
H 2.13 0.73 1.41
C -6.50 -0.33 0.95
C -5.16 -0.99 0.75
O -4.77 -1.34 -0.34
C -4.30 -1.18 1.98
H -7.02 -0.25 0.01
H -7.11 -0.92 1.64
H -6.36 0.66 1.39
H -4.82 -1.80 2.71
H -4.09 -0.22 2.45
H -3.37 -1.66 1.70
C 1.59 -5.77 0.00
C 2.71 -5.47 -0.96
O 3.55 -4.63 -0.71
C 2.72 -6.25 -2.25
H 1.68 -5.15 0.89
H 0.63 -5.59 -0.48
H 1.62 -6.83 0.28
H 1.80 -6.08 -2.80
H 2.79 -7.31 -2.04
H 3.57 -5.94 -2.86
C -2.09 -0.32 -7.82
C -1.31 -0.14 -6.54
O -1.84 0.25 -5.53
C 0.17 -0.46 -6.60
H -3.13 -0.06 -7.66
H -1.67 0.31 -8.61
H -2.02 -1.36 -8.16
H 0.66 0.17 -7.34
H 0.31 -1.50 -6.89
H 0.62 -0.29 -5.63
C 0.10 5.17 1.69
C 0.44 6.06 2.86
O -0.34 6.24 3.76
C 1.80 6.71 2.84
H -0.90 4.77 1.82
H 0.14 5.74 0.76
H 0.81 4.34 1.62
H 1.91 7.34 1.95
H 2.58 5.95 2.81
H 1.93 7.32 3.73
C -2.61 3.00 4.11
C -3.92 2.69 4.81
O -4.32 1.55 4.91
C -4.69 3.86 5.36
H -2.16 2.08 3.76
H -2.79 3.66 3.26
H -1.93 3.51 4.80
H -4.94 4.56 4.56
H -4.08 4.40 6.09
H -5.60 3.51 5.83
C -10.38 -2.44 -2.12
C -10.06 -1.07 -1.58
O -9.32 -0.91 -0.63
C -10.71 0.10 -2.27
H -9.85 -3.19 -1.54
H -11.45 -2.62 -2.07
H -10.08 -2.50 -3.17
H -11.80 0.01 -2.23
H -10.42 0.12 -3.32
H -10.41 1.03 -1.79
```

Calculated values
Frontier orbital gap = 6.79 eV
Molecular weight = 703.7 g/mol
Total charge = +1
E_HOMO = -0.379 Eh
LUMO = -3.5 eV
Multiplicity = 1

Mulliken population analysis, charges in e, atoms 1 to 99: atom 1 (O): -0.4205, atom 2 (C): -0.1387, atom 3 (C): -0.2535, atom 4 (N): -0.3837, atom 5 (C): 0.6425, atom 6 (N): 0.0173, atom 7 (C): -0.4129, atom 8 (C): -0.4471, atom 9 (C): -0.6966, atom 10 (O): -0.6201, atom 11 (N): -0.3864, atom 12 (Br): 0.1158, atom 13 (H): 0.3310, atom 14 (H): 0.2552, atom 15 (H): 0.3464, atom 16 (H): 0.3033, atom 17 (H): 0.2620, atom 18 (H): 0.1318, atom 19 (H): 0.2151, atom 20 (H): 0.3540, atom 21 (H): 0.4496, atom 22 (H): 0.3658, atom 23 (H): 0.2389, atom 24 (H): 0.4149, atom 25 (H): 0.2969, atom 26 (C): -0.7852, atom 27 (C): 0.6356, atom 28 (O): -0.5806, atom 29 (C): -1.2173, atom 30 (H): 0.1121, atom 31 (H): 0.3782, atom 32 (H): 0.3489, atom 33 (H): 0.3978, atom 34 (H): 0.3719, atom 35 (H): 0.3140, atom 36 (C): -1.1282, atom 37 (C): 0.6081, atom 38 (O): -0.4982, atom 39 (C): -0.4669, atom 40 (H): 0.2751, atom 41 (H): 0.4078, atom 42 (H): 0.2322, atom 43 (H): 0.3743, atom 44 (H): 0.2336, atom 45 (H): -0.0270, atom 46 (C): -1.0638, atom 47 (C): 0.8910, atom 48 (O): -0.5750, atom 49 (C): -0.8840, atom 50 (H): 0.2510, atom 51 (H): 0.3303, atom 52 (H): 0.3280, atom 53 (H): 0.4497, atom 54 (H): 0.0854, atom 55 (H): 0.2073, atom 56 (C): -1.1637, atom 57 (C): 0.8044, atom 58 (O): -0.4712, atom 59 (C): -1.1577, atom 60 (H): 0.2751, atom 61 (H): 0.3471, atom 62 (H): 0.3701, atom 63 (H): 0.3530, atom 64 (H): 0.3565, atom 65 (H): 0.2874, atom 66 (C): -1.1633, atom 67 (C): 0.8348, atom 68 (O): -0.5024, atom 69 (C): -0.8362, atom 70 (H): 0.3147, atom 71 (H): 0.3257, atom 72 (H): 0.3206, atom 73 (H): 0.3303, atom 74 (H): 0.3184, atom 75 (H): 0.0712, atom 76 (C): -0.6938, atom 77 (C): 0.8536, atom 78 (O): -0.5405, atom 79 (C): -1.1133, atom 80 (H): 0.0872, atom 81 (H): 0.4220, atom 82 (H): 0.0654, atom 83 (H): 0.3504, atom 84 (H): 0.2534, atom 85 (H): 0.3192, atom 86 (C): -0.7080, atom 87 (C): 0.6691, atom 88 (O): -0.5633, atom 89 (C): -1.1978, atom 90 (H): 0.0677, atom 91 (H): 0.3342, atom 92 (H): 0.3951, atom 93 (H): 0.3283, atom 94 (H): 0.3434, atom 95 (H): 0.3279, atom 96 (C): -1.1256, atom 97 (C): 0.8399, atom 98 (O): -0.5212, atom 99 (C): -1.1045

---

(2)
Molecular formula: C5H14N3
Method: DFT, ωB97M-V with the def2-TZVPD basis set

```
22
C5H14N3 (ωB97M-V with the def2-TZVPD basis set)
C -2.15 1.57 1.70
C -1.32 1.27 0.47
N 0.18 1.29 0.87
C -1.56 -0.15 -0.02
C -0.60 -0.78 -1.09
N 0.79 -0.65 -0.74
C 1.75 -1.38 -1.18
N 2.91 -1.45 -0.48
H -1.94 2.50 2.22
H -2.18 0.88 2.53
H -3.22 1.50 1.45
H -1.40 2.03 -0.31
H 0.64 0.35 0.57
H 0.71 1.98 0.34
H 0.40 1.29 1.86
H -2.62 -0.27 -0.29
H -1.56 -0.72 0.94
H -0.84 -0.39 -2.09
H -0.82 -1.89 -0.97
H 1.79 -1.96 -2.15
H 3.74 -1.66 -0.99
H 3.01 -1.25 0.50
```

Calculated values
Frontier orbital gap = 10.30 eV
Structure (SMILES) = C[C@@H]([NH3+])CC/N=C/N
Molecular weight = 116.2 g/mol
Total charge = +1
Relative energy (zero: lowest compared OMol25 entry of this formula, charge and spin) = 1.462 eV
E_HOMO = -0.479 Eh
LUMO = -2.7 eV
Multiplicity = 1

Okay, here come the natural (NBO) numbers, in e, for every atom: atom 1 (C): -0.6646, atom 2 (C): -0.0309, atom 3 (N): -0.7471, atom 4 (C): -0.4336, atom 5 (C): -0.2426, atom 6 (N): -0.6193, atom 7 (C): 0.3538, atom 8 (N): -0.7823, atom 9 (H): 0.2375, atom 10 (H): 0.2369, atom 11 (H): 0.2532, atom 12 (H): 0.2256, atom 13 (H): 0.4625, atom 14 (H): 0.4315, atom 15 (H): 0.4257, atom 16 (H): 0.2541, atom 17 (H): 0.2128, atom 18 (H): 0.2132, atom 19 (H): 0.2178, atom 20 (H): 0.1833, atom 21 (H): 0.4067, atom 22 (H): 0.4058

---

(3)
Molecular formula: C5H7N
Method: DFT, ωB97M-V with the def2-TZVPD basis set

```
13
C5H7N (ωB97M-V with the def2-TZVPD basis set)
C -0.15 -1.87 -0.25
N -0.02 -0.45 0.06
C 0.73 0.25 0.99
C 0.58 1.60 0.73
C -0.29 1.73 -0.37
C -0.63 0.46 -0.76
H -0.78 -2.42 0.47
H 0.81 -2.38 -0.34
H -0.64 -1.94 -1.22
H 1.24 -0.18 1.84
H 1.06 2.40 1.28
H -0.65 2.64 -0.83
H -1.25 0.12 -1.58
```

Calculated values
Frontier orbital gap = 9.25 eV
Structure (SMILES) = Cn1cccc1
Molecular weight = 81.1 g/mol
Relative energy (zero: lowest compared OMol25 entry of this formula, charge and spin) = 0.464 eV
E_HOMO = -0.302 Eh
LUMO = 1.0 eV
Multiplicity = 1

Okay, here come the natural (NBO) numbers, in e, for every atom: atom 1 (C): -0.3931, atom 2 (N): -0.3403, atom 3 (C): -0.0792, atom 4 (C): -0.2983, atom 5 (C): -0.3009, atom 6 (C): -0.0641, atom 7 (H): 0.2019, atom 8 (H): 0.2070, atom 9 (H): 0.2105, atom 10 (H): 0.2127, atom 11 (H): 0.2208, atom 12 (H): 0.2199, atom 13 (H): 0.2031

---

(4)
Molecular formula: C6H9Br3O
Method: DFT, ωB97M-V with the def2-TZVPD basis set

```
19
C6H9Br3O (ωB97M-V with the def2-TZVPD basis set)
C 0.65 0.66 -0.83
C 0.07 1.12 0.54
C 1.70 -0.61 -0.58
C -1.39 1.61 0.37
C 1.17 -1.85 0.12
C -2.32 0.48 -0.14
O 1.95 -2.43 1.05
Br -0.18 -2.97 -0.45
Br -4.10 1.13 -0.77
Br -2.72 -0.95 1.20
H -0.14 0.38 -1.58
H 1.35 1.42 -1.31
H 0.00 0.24 1.14
H 0.70 1.88 1.03
H 1.99 -0.87 -1.55
H 2.51 -0.24 -0.10
H -1.65 2.02 1.35
H -1.48 2.36 -0.32
H 1.88 -3.38 0.83
```

Calculated values
Frontier orbital gap (alpha / beta) = 9.49 / 5.76 eV
Molecular weight = 336.8 g/mol
Relative energy (zero: lowest compared OMol25 entry of this formula, charge and spin) = 3.369 eV
E_HOMO (alpha / beta) = -0.332 / -0.259 Eh
LUMO (alpha / beta) = 0.5 / -1.3 eV
Multiplicity = 1

Okay, here come the natural (NBO) numbers, in e, for every atom: atom 1 (C): -0.3854, atom 2 (C): -0.4157, atom 3 (C): -0.4648, atom 4 (C): -0.5318, atom 5 (C): 0.1663, atom 6 (C): -0.0402, atom 7 (O): -0.6783, atom 8 (Br): 0.0457, atom 9 (Br): 0.0435, atom 10 (Br): 0.0321, atom 11 (H): 0.2157, atom 12 (H): 0.2099, atom 13 (H): 0.2169, atom 14 (H): 0.2205, atom 15 (H): 0.2096, atom 16 (H): 0.2199, atom 17 (H): 0.2335, atom 18 (H): 0.2204, atom 19 (H): 0.4822

---

(5)
Molecular formula: C18H17N5O3S2
Method: DFT, ωB97M-V with the def2-TZVPD basis set

```
45
C18H17N5O3S2 (ωB97M-V with the def2-TZVPD basis set)
C -6.40 -2.01 0.13
C -5.47 -0.86 0.38
C -5.78 0.05 1.38
C -4.95 1.12 1.65
C -3.79 1.31 0.92
C -3.47 0.40 -0.09
C -4.29 -0.70 -0.36
C -3.88 -1.69 -1.42
H -2.86 -2.04 -1.24
H -3.93 -1.24 -2.41
H -4.53 -2.56 -1.42
N -2.33 0.58 -0.88
C -1.25 1.31 -0.60
N -1.01 2.03 0.44
N 0.20 2.57 0.46
C 0.92 2.31 -0.56
S 2.58 2.82 -0.76
C 3.20 2.43 0.93
C 3.80 1.04 0.90
O 4.99 0.85 0.95
N 2.85 0.06 0.75
C 3.03 -1.27 0.46
C 4.30 -1.85 0.42
C 4.47 -3.18 0.09
C 3.38 -3.98 -0.23
C 2.12 -3.44 -0.21
C 1.92 -2.10 0.14
N 0.58 -1.63 0.12
O -0.26 -2.29 -0.47
O 0.32 -0.58 0.68
H 1.25 -4.03 -0.45
H 3.52 -5.02 -0.48
H 5.47 -3.59 0.08
H 5.15 -1.24 0.66
H 1.87 0.35 0.81
H 2.36 2.53 1.62
H 3.97 3.16 1.15
S 0.11 1.29 -1.76
H -2.26 -0.03 -1.68
H -3.13 2.13 1.12
H -5.20 1.82 2.44
H -6.69 -0.08 1.95
H -5.92 -2.96 0.34
H -7.28 -1.93 0.77
H -6.73 -2.02 -0.91
```

Calculated values
Frontier orbital gap = 6.98 eV
Molecular weight = 415.5 g/mol
Relative energy (zero: lowest compared OMol25 entry of this formula, charge and spin) = 1.504 eV
E_HOMO = -0.291 Eh
LUMO = -0.9 eV
Multiplicity = 1

Okay, here come the natural (NBO) numbers, in e, for every atom: atom 1 (C): -0.6336, atom 2 (C): 0.0091, atom 3 (C): -0.2312, atom 4 (C): -0.1914, atom 5 (C): -0.2629, atom 6 (C): 0.2305, atom 7 (C): -0.0702, atom 8 (C): -0.6585, atom 9 (H): 0.2329, atom 10 (H): 0.2104, atom 11 (H): 0.2308, atom 12 (N): -0.6058, atom 13 (C): 0.2960, atom 14 (N): -0.3477, atom 15 (N): -0.2628, atom 16 (C): -0.1787, atom 17 (S): 0.2905, atom 18 (C): -0.6109, atom 19 (C): 0.6779, atom 20 (O): -0.5819, atom 21 (N): -0.6484, atom 22 (C): 0.2773, atom 23 (C): -0.2662, atom 24 (C): -0.1436, atom 25 (C): -0.2471, atom 26 (C): -0.1459, atom 27 (C): -0.0554, atom 28 (N): 0.5356, atom 29 (O): -0.3860, atom 30 (O): -0.4144, atom 31 (H): 0.2457, atom 32 (H): 0.2235, atom 33 (H): 0.2218, atom 34 (H): 0.2662, atom 35 (H): 0.4433, atom 36 (H): 0.2668, atom 37 (H): 0.2576, atom 38 (S): 0.2947, atom 39 (H): 0.4127, atom 40 (H): 0.2495, atom 41 (H): 0.2135, atom 42 (H): 0.2056, atom 43 (H): 0.2165, atom 44 (H): 0.2185, atom 45 (H): 0.2156

---

(6)
Molecular formula: C2H3NOS
Method: DFT, ωB97M-V with the def2-TZVPD basis set

```
8
C2H3NOS (ωB97M-V with the def2-TZVPD basis set)
C 0.65 -0.54 0.88
C -0.30 0.26 0.23
N 1.46 -1.25 1.27
O -0.32 -1.07 -1.13
S 0.52 1.65 -0.49
H -1.32 0.33 0.56
H -0.02 -1.81 -0.72
H -0.66 2.42 -0.61
```

Calculated values
Frontier orbital gap (alpha / beta) = 9.95 / 9.95 eV
Molecular weight = 89.1 g/mol
Relative energy (zero: lowest compared OMol25 entry of this formula, charge and spin) = 2.897 eV
E_HOMO (alpha / beta) = -0.379 / -0.379 Eh
LUMO (alpha / beta) = -0.4 / -0.4 eV
Multiplicity = 1

Okay, here come the natural (NBO) numbers, in e, for every atom: atom 1 (C): 0.1982, atom 2 (C): -0.1773, atom 3 (N): -0.2660, atom 4 (O): -0.7578, atom 5 (S): 0.1426, atom 6 (H): 0.2674, atom 7 (H): 0.4441, atom 8 (H): 0.1488

---

multiplicity of number 6 (C2H3NOS)?
1

---

Please write out number 4 again, unchanged.
Molecular formula: C6H9Br3O
Method: DFT, ωB97M-V with the def2-TZVPD basis set

```
19
C6H9Br3O (ωB97M-V with the def2-TZVPD basis set)
C 0.65 0.66 -0.83
C 0.07 1.12 0.54
C 1.70 -0.61 -0.58
C -1.39 1.61 0.37
C 1.17 -1.85 0.12
C -2.32 0.48 -0.14
O 1.95 -2.43 1.05
Br -0.18 -2.97 -0.45
Br -4.10 1.13 -0.77
Br -2.72 -0.95 1.20
H -0.14 0.38 -1.58
H 1.35 1.42 -1.31
H 0.00 0.24 1.14
H 0.70 1.88 1.03
H 1.99 -0.87 -1.55
H 2.51 -0.24 -0.10
H -1.65 2.02 1.35
H -1.48 2.36 -0.32
H 1.88 -3.38 0.83
```

Calculated values
Frontier orbital gap (alpha / beta) = 9.49 / 5.76 eV
Molecular weight = 336.8 g/mol
Relative energy (zero: lowest compared OMol25 entry of this formula, charge and spin) = 3.369 eV
E_HOMO (alpha / beta) = -0.332 / -0.259 Eh
LUMO (alpha / beta) = 0.5 / -1.3 eV
Multiplicity = 1

Okay, here come the natural (NBO) numbers, in e, for every atom: atom 1 (C): -0.3854, atom 2 (C): -0.4157, atom 3 (C): -0.4648, atom 4 (C): -0.5318, atom 5 (C): 0.1663, atom 6 (C): -0.0402, atom 7 (O): -0.6783, atom 8 (Br): 0.0457, atom 9 (Br): 0.0435, atom 10 (Br): 0.0321, atom 11 (H): 0.2157, atom 12 (H): 0.2099, atom 13 (H): 0.2169, atom 14 (H): 0.2205, atom 15 (H): 0.2096, atom 16 (H): 0.2199, atom 17 (H): 0.2335, atom 18 (H): 0.2204, atom 19 (H): 0.4822